A cluster of 2 separate species, C6H12O in total. Source: the OMol25 dataset; level of theory: the ωB97M-V functional and the def2-TZVPD basis.

Geometry (Å):
C (0.227, 1.635, -1.977)
C (0.076, 0.249, -1.405)
C (-0.795, -0.639, -1.853)
C (-0.875, -2.078, -1.447)
H (-0.726, 1.949, -2.393)
H (0.474, 2.360, -1.198)
H (0.955, 1.651, -2.788)
H (0.760, -0.033, -0.609)
H (-1.507, -0.334, -2.616)
H (-0.303, -2.282, -0.540)
H (-1.927, -2.331, -1.281)
H (-0.523, -2.726, -2.249)
C (-0.074, 1.330, 2.564)
C (0.068, 0.054, 2.259)
O (1.255, -0.437, 1.763)
H (-1.001, 1.656, 3.005)
H (0.682, 2.064, 2.346)
H (-0.755, -0.652, 2.265)
H (1.452, -1.291, 2.170)

Charge ... 0
SMILES string ... C/C=C/C.C=CO
LUMO level ... 0.0310 Eh
Highest occupied orbital energy ... -0.3285 hartree



The molecule C6H12O. Source: the OMol25 dataset; level of theory: the ωB97M-V functional and the def2-TZVPD basis.

Geometry (Å):
C (2.164, -0.378, -0.396)
C (1.035, 0.419, 0.258)
C (-0.380, -0.090, -0.011)
C (-0.637, -0.728, -1.361)
C (-1.179, -0.614, 1.162)
C (-1.497, 0.728, 0.589)
O (-1.194, 1.837, 1.386)
H (2.111, -0.321, -1.490)
H (2.138, -1.436, -0.112)
H (3.135, 0.028, -0.091)
H (1.116, 1.462, -0.084)
H (1.198, 0.457, 1.340)
H (-0.343, -0.069, -2.187)
H (-0.085, -1.669, -1.463)
H (-1.702, -0.958, -1.482)
H (-0.700, -0.613, 2.137)
H (-1.886, -1.424, 0.999)
H (-2.414, 0.826, 0.004)
H (-0.877, 2.541, 0.803)

Charge ... 0
SMILES string ... CC[C@@]1(C)C[C@H]1O
LUMO level ... 0.0336 Eh
Highest occupied orbital energy ... -0.3460 hartree



A cluster of 2 separate species, C6H12O in total. Source: the OMol25 dataset; level of theory: the ωB97M-V functional and the def2-TZVPD basis.

Geometry (Å):
C (-1.290, 2.101, -0.005)
C (0.035, 1.442, 0.238)
C (1.607, -0.100, 1.447)
C (0.278, 0.564, 1.210)
O (-2.010, -1.485, -0.693)
C (-0.846, -1.794, -0.608)
C (0.162, -1.629, -1.715)
H (-1.180, 3.188, -0.105)
H (-1.761, 1.732, -0.925)
H (-1.969, 1.894, 0.828)
H (0.846, 1.704, -0.445)
H (1.753, -0.336, 2.504)
H (2.433, 0.543, 1.132)
H (1.691, -1.047, 0.900)
H (-0.540, 0.305, 1.886)
H (-0.454, -2.267, 0.319)
H (-0.234, -0.965, -2.486)
H (0.372, -2.612, -2.158)
H (1.106, -1.238, -1.322)

Charge ... 0
SMILES string ... C/C=C/C.CC=O
LUMO level ... 0.0393 Eh
Highest occupied orbital energy ... -0.3410 hartree



A cluster of 3 separate species, C6H12O in total. Source: the OMol25 dataset; level of theory: the ωB97M-V functional and the def2-TZVPD basis.

Geometry (Å):
C (-0.303, -1.970, 0.224)
C (-0.883, -1.003, 0.932)
C (-2.213, -0.395, 0.596)
C (0.369, 1.794, 0.215)
C (1.658, 1.602, 0.181)
C (0.970, 1.677, -1.135)
O (0.773, 0.579, -1.984)
H (2.170, -1.316, -0.160)
H (0.606, -2.455, 0.567)
H (-0.733, -2.332, -0.708)
H (-0.408, -0.666, 1.854)
H (-2.982, -0.836, 1.241)
H (-2.488, -0.589, -0.445)
H (-2.242, 0.687, 0.762)
H (-0.516, 1.948, 0.813)
H (2.576, 1.486, 0.740)
H (2.448, -0.633, -0.091)
H (1.088, 2.554, -1.771)
H (0.604, -0.202, -1.437)

Charge ... 0
SMILES string ... OC1C=C1.[H][H].C=CC
LUMO level ... 0.0426 Eh
Highest occupied orbital energy ... -0.3447 hartree



The molecule C6H12O. Source: the OMol25 dataset; level of theory: the ωB97M-V functional and the def2-TZVPD basis.

Geometry (Å):
C (-2.693, 0.164, -0.197)
C (-1.278, 0.511, 0.267)
C (-0.232, -0.481, -0.269)
C (1.207, -0.158, 0.077)
C (1.834, -1.027, 1.123)
C (1.978, 0.734, -0.545)
O (1.688, 1.473, -1.651)
H (-2.749, 0.134, -1.292)
H (-3.009, -0.818, 0.174)
H (-3.424, 0.901, 0.152)
H (-1.243, 0.530, 1.364)
H (-1.017, 1.525, -0.062)
H (-0.357, -0.576, -1.359)
H (-0.468, -1.475, 0.136)
H (1.280, -0.971, 2.065)
H (1.809, -2.059, 0.748)
H (2.884, -0.772, 1.303)
H (2.982, 0.944, -0.183)
H (0.772, 1.302, -1.903)

Charge ... 0
SMILES string ... CCC/C(C)=C\O
LUMO level ... 0.0319 Eh
Highest occupied orbital energy ... -0.3070 hartree



A structure of composition C6H12O. Source: the OMol25 dataset; level of theory: the ωB97M-V functional and the def2-TZVPD basis.

Geometry (Å):
C (0.020, 1.972, -1.396)
C (0.028, 0.648, -0.729)
C (1.681, -0.093, 0.112)
C (0.198, 0.431, 0.630)
O (-1.659, 0.083, 1.927)
C (-0.683, -0.656, 1.537)
C (-1.028, -1.883, 0.675)
H (0.469, 1.949, -2.393)
H (-1.040, 2.223, -1.509)
H (0.488, 2.749, -0.784)
H (-0.148, -0.234, -1.342)
H (2.181, 0.003, 1.080)
H (2.280, 0.485, -0.610)
H (1.638, -1.136, -0.200)
H (0.312, 1.321, 1.250)
H (0.075, -0.982, 2.307)
H (-1.702, -1.596, -0.139)
H (-1.570, -2.585, 1.313)
H (-0.151, -2.407, 0.269)

Charge ... 0
LUMO level (alpha / beta) ... -0.0106 / -0.0107 Eh
Highest occupied orbital energy (alpha / beta) ... -0.2711 / -0.2711 hartree



The molecule C6H12O. Source: the OMol25 dataset; level of theory: the ωB97M-V functional and the def2-TZVPD basis.

Geometry (Å):
C (-0.160, -1.178, -1.891)
C (0.189, -0.585, -0.522)
C (1.680, -0.739, -0.225)
C (-0.238, 0.868, -0.483)
O (-1.610, 1.112, -0.194)
C (-0.637, 1.617, 0.715)
C (-0.613, 1.085, 2.125)
H (0.055, -2.253, -1.919)
H (-1.220, -1.034, -2.128)
H (0.433, -0.700, -2.682)
H (-0.390, -1.119, 0.241)
H (2.283, -0.162, -0.938)
H (1.984, -1.788, -0.312)
H (1.930, -0.395, 0.785)
H (0.156, 1.465, -1.312)
H (-0.541, 2.704, 0.657)
H (-0.438, 0.006, 2.167)
H (-1.562, 1.299, 2.628)
H (0.183, 1.587, 2.686)

Charge ... 0
SMILES string ... CC(C)[C@H]1O[C@H]1C
LUMO level ... 0.0411 Eh
Highest occupied orbital energy ... -0.3679 hartree



The molecule C6H12O at a distorted geometry. Source: the OMol25 dataset; level of theory: the ωB97M-V functional and the def2-TZVPD basis.

Geometry (Å):
C (-0.495, 1.404, 1.595)
C (0.327, 1.076, 0.392)
C (-0.056, 0.254, -0.742)
C (-1.467, -0.308, -0.813)
C (1.098, -0.618, -1.336)
C (1.125, -1.642, -0.309)
O (1.532, -1.158, 0.918)
H (-0.092, 0.891, 2.474)
H (-1.539, 1.094, 1.486)
H (-0.481, 2.475, 1.828)
H (1.308, 1.535, 0.311)
H (-0.066, 1.438, -0.964)
H (-1.774, -0.846, 0.094)
H (-2.194, 0.499, -0.960)
H (-1.562, -0.998, -1.661)
H (2.018, -0.024, -1.414)
H (0.836, -1.016, -2.320)
H (0.340, -2.399, -0.289)
H (1.103, -1.673, 1.613)

Charge ... 0
LUMO level (alpha / beta) ... 0.0318 / 0.0326 Eh
Highest occupied orbital energy (alpha / beta) ... -0.2452 / -0.2104 hartree



| no. | E (eV) |
| --- | --- |
| 1 | -8462.4212 |
| 2 | -8463.2068 |
| 3 | -8463.0994 |
| 4 | -8459.5336 |
| 5 | -8463.5501 |
| 6 | -8459.6724 |
| 7 | -8463.2404 |
| 8 | -8459.1192 |